Model A:
The following is a DFT calculation (ωB97M-V/def2-TZVPD) of 2 unconnected molecules or ions with the total composition CH4N2.

The geometry in XYZ format:
```
7
CH4N2 | the OMol25 dataset | ωB97M-V/def2-TZVPD
N 1.17971 -0.30109 0.17877
C -0.05835 -0.00762 -0.25607
N -1.14578 -0.43713 0.22130
H 0.89835 1.33311 0.27987
H 1.20146 -0.87576 1.02639
H -0.04531 0.53355 -1.22493
H -2.03008 -0.24506 -0.22533
```

Values from the calculation:
**E_LUMO**: -1.00 eV
**E_HOMO**: -9.62 eV
**2S+1**: 1

natural (NBO) charges in e: number 1, N, carries -0.61; number 2, C, carries 0.15; number 3, N, carries -0.76; number 4, H, carries 0.34; number 5, H, carries 0.37; number 6, H, carries 0.16; number 7, H, carries 0.36

***

Model B:
The following is a DFT calculation (ωB97M-V/def2-TZVPD) of CH4N2 in the gas phase.

The geometry in XYZ format:
```
7
CH4N2 | the OMol25 dataset | ωB97M-V/def2-TZVPD
H 1.29119 1.61985 -0.01946
N 0.80181 0.95978 0.58466
C -0.04442 0.35929 -0.14776
N -0.27956 -1.01936 -0.11957
H -0.59915 0.90650 -0.93178
H 0.05278 -1.42282 0.75745
H -1.22263 -1.40324 -0.12354
```

Values from the calculation:
**SMILES string**: [H]/N=C/N
**E_LUMO**: 1.10 eV
**E_HOMO**: -9.30 eV
**2S+1**: 1

natural (NBO) charges in e: number 1, H, carries 0.35; number 2, N, carries -0.74; number 3, C, carries 0.30; number 4, N, carries -0.81; number 5, H, carries 0.13; number 6, H, carries 0.38; number 7, H, carries 0.38

***

Stability ranking, top and bottom: model B is the most stable and model A is the least stable.

***

Model A:
The following is a DFT calculation (ωB97M-V/def2-TZVPD) of Cl2H2NOP in the gas phase.

The geometry in XYZ format:
```
7
Cl2H2NOP | the OMol25 dataset | ωB97M-V/def2-TZVPD
N 0.45629 -0.86147 -0.51745
P -0.29078 0.36854 0.34444
O -1.56544 0.03604 1.54519
Cl 1.06197 1.60859 1.14022
Cl -1.23115 1.33780 -1.10442
H 0.98592 -0.73898 -1.40656
H 0.58318 -1.75053 -0.00142
```

Values from the calculation:
**SMILES string**: NP(=O)(Cl)Cl
**E_LUMO**: 0.19 eV
**E_HOMO**: -9.93 eV
**2S+1**: 1

natural (NBO) charges in e: number 1, N, carries -1.21; number 2, P, carries 1.70; number 3, O, carries -0.94; number 4, Cl, carries -0.21; number 5, Cl, carries -0.22; number 6, H, carries 0.44; number 7, H, carries 0.43

***

Model B:
The following is a DFT calculation (ωB97M-V/def2-TZVPD) of Cl2H2NOP in the gas phase.

The geometry in XYZ format:
```
7
Cl2H2NOP | the OMol25 dataset | ωB97M-V/def2-TZVPD
N 1.18241 0.12955 0.01028
P -0.30577 0.22845 0.27427
O -0.85245 -0.58871 -0.98617
Cl -1.03835 -0.37464 1.99690
Cl -1.12132 2.18459 0.16584
H 1.75089 0.29675 0.82461
H 0.05002 -0.65893 -1.46083
```

Values from the calculation:
**SMILES string**: N=P(O)(Cl)Cl
**E_LUMO**: 0.14 eV
**E_HOMO**: -10.18 eV
**2S+1**: 1

natural (NBO) charges in e: number 1, N, carries -1.32; number 2, P, carries 1.85; number 3, O, carries -0.97; number 4, Cl, carries -0.19; number 5, Cl, carries -0.30; number 6, H, carries 0.39; number 7, H, carries 0.54

***

Stability ranking, top and bottom: model B is the most stable and model A is the least stable.

***

Model A:
The following is a DFT calculation (ωB97M-V/def2-TZVPD) of 13 unconnected molecules or ions with the total composition H24NO15.

The geometry in XYZ format:
```
40
H24NO15 | the OMol25 dataset | ωB97M-V/def2-TZVPD
N 0.23725 0.51783 0.48572
O 0.20325 0.70383 1.72172
O -0.79275 0.84882 -0.17128
O 0.84925 -0.53117 0.11272
O 2.27825 -2.24517 -2.34328
H 2.60625 -1.93718 -3.14928
H 1.36125 -1.94817 -2.17128
O 3.75925 -0.50318 -0.93628
H 3.68925 -1.04617 -0.15328
H 3.08725 -0.96617 -1.39828
O -1.35675 3.21482 -2.17928
H -0.82275 3.37082 -2.97828
H -0.70175 3.09482 -1.46628
O -2.43775 0.67983 2.61072
H -1.49475 0.72682 2.34572
H -2.91075 1.18983 1.97772
O 2.72025 -2.10517 1.13772
H 2.44325 -2.49118 1.95972
H 2.06625 -1.42018 0.88272
O -1.13175 3.33483 1.12072
H -0.27075 3.74582 0.92472
H -0.82075 2.43482 1.14672
O -2.45075 0.51182 -2.25628
H -2.57275 1.38082 -2.59628
H -1.79475 0.71682 -1.61528
O -3.47475 -1.02618 0.16872
H -3.45875 -0.74617 -0.71028
H -3.41175 -0.25217 0.75072
O -0.39975 -1.95017 -2.12928
H -0.39475 -2.78218 -1.60228
H -0.25175 -1.33018 -1.38428
O 2.23825 1.86683 -1.98628
H 1.59325 1.32783 -2.45228
H 2.61425 1.38982 -1.23228
O 0.34925 -0.44117 4.39572
H 0.73525 -0.27817 3.54672
H 0.02425 0.36283 4.76572
O -0.50775 -2.77117 1.45372
H -0.41375 -1.90317 1.11972
H -0.98375 -2.74517 2.28372
```

Values from the calculation:
**Net charge**: -1
**E_LUMO**: 2.05 eV
**E_HOMO**: -7.92 eV
**2S+1**: 1

Atom charges from the natural (NBO) analysis, given in e for atoms 1 to 8: number 1, N, carries 0.71; number 2, O, carries -0.53; number 3, O, carries -0.52; number 4, O, carries -0.56; number 5, O, carries -0.98; number 6, H, carries 0.47; number 7, H, carries 0.50; number 8, O, carries -0.99

***

Model B:
The following is a DFT calculation (ωB97M-V/def2-TZVPD) of 13 unconnected molecules or ions with the total composition H24NO15.

The geometry in XYZ format:
```
40
H24NO15 | the OMol25 dataset | ωB97M-V/def2-TZVPD
N -0.59794 -16.91283 -9.89604
O -1.00938 -16.83133 -8.73217
O 0.59394 -17.32983 -10.06999
O -1.26660 -16.52000 -10.86764
O 0.83990 -15.30980 -7.28808
H 0.49018 -14.66400 -6.72043
H 0.06892 -15.89442 -7.38428
O 3.14850 -17.92580 -8.50127
H 2.24059 -17.71466 -8.51823
H 3.53547 -17.43242 -9.22568
O 1.47095 -19.37161 -11.74674
H 1.13736 -18.67893 -11.15146
H 2.25445 -19.65614 -11.32856
O 0.69942 -18.73531 -7.18739
H 1.07736 -19.64517 -7.13746
H 0.10486 -18.73737 -7.93994
O -0.24986 -20.11780 -9.52443
H -0.55121 -19.99420 -10.41843
H -0.17742 -21.06161 -9.35826
O -1.54823 -14.54523 -13.67556
H -1.16861 -15.42122 -13.35270
H -2.24965 -14.82567 -14.21771
O -1.89238 -19.42075 -11.60247
H -2.55444 -20.10376 -11.33326
H -2.26198 -18.54342 -11.66312
O -3.52170 -15.60217 -9.34675
H -2.59265 -15.90909 -9.22309
H -3.96586 -16.38978 -9.63831
O -2.67070 -15.72228 -6.40107
H -1.92383 -16.23575 -6.09399
H -3.11115 -16.39088 -6.98165
O 1.84037 -14.24935 -9.61170
H 1.39977 -14.79576 -8.96516
H 1.49165 -14.42930 -10.50685
O -0.48279 -17.16655 -13.57328
H -0.51849 -17.08508 -12.63842
H 0.35886 -16.71599 -13.70537
O -1.59017 -13.81406 -10.78516
H -1.64319 -14.74394 -10.82853
H -2.43278 -13.35612 -10.90937
```

Values from the calculation:
**Net charge**: -1
**E_LUMO**: 2.48 eV
**E_HOMO**: -7.26 eV
**2S+1**: 1

Atom charges from the natural (NBO) analysis, given in e for atoms 1 to 8: number 1, N, carries 0.73; number 2, O, carries -0.53; number 3, O, carries -0.55; number 4, O, carries -0.57; number 5, O, carries -0.95; number 6, H, carries 0.46; number 7, H, carries 0.49; number 8, O, carries -0.96

***

Model C:
The following is a DFT calculation (ωB97M-V/def2-TZVPD) of 13 unconnected molecules or ions with the total composition H24NO15.

The geometry in XYZ format:
```
40
H24NO15 | the OMol25 dataset | ωB97M-V/def2-TZVPD
N -0.21124 -0.45321 0.01303
O -0.61555 0.67617 0.45098
O -1.01132 -1.07793 -0.66450
O 0.97784 -0.54543 -0.36451
O -2.37464 1.77220 2.60360
H -2.06268 0.90401 2.44329
H -3.21004 1.82406 2.05777
O -1.21820 3.06567 -1.28503
H -0.86011 2.79207 -2.13959
H -0.57893 2.67165 -0.72212
O -0.49719 3.56844 1.44624
H -1.20137 4.17473 1.33957
H -1.01811 2.80974 1.69079
O -3.28810 0.78344 -0.85969
H -2.36922 0.71664 -0.53353
H -3.47244 -0.19468 -0.93886
O 4.03847 0.19083 -0.79113
H 3.51849 -0.00931 0.03647
H 4.43407 -0.61073 -1.02422
O 2.79563 -2.67430 -1.28897
H 3.03868 -3.54267 -0.86429
H 2.07814 -2.29094 -0.76307
O 0.03820 -1.74101 -3.10897
H -0.28715 -1.50791 -2.25820
H 0.94801 -1.76869 -3.00864
O 1.53616 1.87894 -1.32527
H 2.24630 1.50251 -1.85360
H 1.17720 1.11567 -0.84866
O 3.33901 -0.49303 1.66334
H 2.52672 0.00978 1.81197
H 3.23072 -1.28304 2.16524
O -3.03343 -1.64890 1.36949
H -2.33370 -1.44700 0.74073
H -3.78579 -1.93086 0.87734
O -1.55022 -3.81699 -0.88763
H -1.44879 -2.89111 -0.80693
H -2.22084 -3.99293 -1.56961
O 1.10009 0.89692 2.62524
H 1.29296 1.83956 2.56063
H 0.33238 0.72762 2.01134
```

Values from the calculation:
**Net charge**: -1
**E_LUMO**: 2.11 eV
**E_HOMO**: -7.63 eV
**2S+1**: 1

Atom charges from the natural (NBO) analysis, given in e for atoms 1 to 8: number 1, N, carries 0.71; number 2, O, carries -0.56; number 3, O, carries -0.54; number 4, O, carries -0.50; number 5, O, carries -0.96; number 6, H, carries 0.48; number 7, H, carries 0.49; number 8, O, carries -0.95

***

Stability ranking, top and bottom: model B is the most stable and model C is the least stable.